1.
Molecular formula: C8H12N2S
Method: DFT, the ωB97M-V functional and the def2-TZVPD basis

ΔE to the lowest compared entry with this formula, charge and spin: 144.2 kcal per mole
DFT total energy: -22299.6037 eV
charge: 0
HOMO-LUMO gap: 8.76 eV
LUMO level: 0.309 eV
2S+1: 1
HOMO energy: -8.4 eV

The geometry in XYZ format:
```
23
C8H12N2S (the ωB97M-V functional and the def2-TZVPD basis)
C -0.19 -0.02 -0.33
C -1.30 0.25 -0.84
S -1.66 2.85 -0.25
H 0.07 -2.50 -1.13
C 0.64 -2.29 -0.29
C -3.36 1.18 0.13
H -0.23 1.56 0.91
C 1.77 -0.65 1.19
N -0.29 2.43 0.32
H 2.19 0.30 1.17
H 2.44 -1.48 1.36
H 2.86 -1.05 -1.49
H 2.34 0.54 -0.84
H 1.54 -0.17 -2.23
C 1.01 -0.79 -0.16
H -3.52 2.95 1.48
H 0.29 -2.82 0.60
H -4.01 0.38 0.27
C -3.05 2.31 0.78
H 1.13 -0.78 2.10
N -2.39 0.99 -0.93
C 1.99 -0.36 -1.26
H 1.75 -2.81 -0.56
```

Results of the natural (NBO) charge analysis, in e, for atoms 1 through 8: -0.063, 0.176, 1.028, 0.210, -0.552, 0.048, 0.398, -0.591


2.
Molecular formula: C3H11N
Method: DFT, the ωB97M-V functional and the def2-TZVPD basis

ΔE to the lowest compared entry with this formula, charge and spin: 31.6 kcal per mole
DFT total energy: -4778.1264 eV
charge: 0
HOMO-LUMO gap: 10.02 eV
LUMO level: 1.077 eV
2S+1: 1
HOMO energy: -8.9 eV

The geometry in XYZ format:
```
15
C3H11N (the ωB97M-V functional and the def2-TZVPD basis)
H 1.88 1.32 1.40
H -0.10 0.84 -0.89
H -0.98 -0.68 -2.49
H -1.68 -1.64 -1.12
H 1.91 0.32 -0.09
H -1.59 0.98 0.84
C -1.40 -0.68 -1.46
H 1.89 -0.56 1.41
C -0.74 0.26 0.92
H 3.36 0.28 0.98
C 2.28 0.37 0.94
N -0.30 -0.08 -0.54
H 0.07 0.80 1.46
H -2.34 -0.05 -1.57
H -1.18 -0.70 1.37
```

Results of the natural (NBO) charge analysis, in e, for atoms 1 through 8: 0.199, 0.337, 0.203, 0.195, 0.237, 0.169, -0.418, 0.218


3.
Molecular formula: C3H3FN2O2
Method: DFT, the ωB97M-V functional and the def2-TZVPD basis

ΔE to the lowest compared entry with this formula, charge and spin: 128.7 kcal per mole
DFT total energy: -12947.2879 eV
charge: 0
HOMO-LUMO gap: 9.09 eV
LUMO level: 0.669 eV
2S+1: 1
HOMO energy: -8.4 eV

The geometry in XYZ format:
```
11
C3H3FN2O2 (the ωB97M-V functional and the def2-TZVPD basis)
C -0.73 1.00 0.05
C -1.61 0.02 0.05
H -0.97 2.11 -0.35
C 0.51 0.29 0.01
H 3.49 -0.02 0.06
N 1.75 0.71 -0.02
F -2.99 0.13 -0.20
O 0.30 -1.00 -0.17
H -1.24 -1.68 0.79
N -1.11 -1.20 -0.06
O 2.60 -0.36 -0.16
```

Results of the natural (NBO) charge analysis, in e, for atoms 1 through 8: -0.383, 0.540, 0.275, 0.412, 0.479, -0.214, -0.310, -0.296


4.
Molecular formula: C3H7N3O2
Method: DFT, the ωB97M-V functional and the def2-TZVPD basis

ΔE to the lowest compared entry with this formula, charge and spin: 143.5 kcal per mole
DFT total energy: -11785.0890 eV
charge: 0
HOMO-LUMO gap: 8.73 eV
LUMO level: 0.267 eV
2S+1: 1
HOMO energy: -8.5 eV

The geometry in XYZ format:
```
15
C3H7N3O2 (the ωB97M-V functional and the def2-TZVPD basis)
O -3.64 0.04 -0.32
H -1.13 1.86 0.26
C -2.46 0.29 0.02
N -0.39 -0.86 -0.40
H -1.28 -0.50 1.40
H 2.07 -1.19 -0.81
O -2.10 1.53 -0.17
H 4.02 0.32 0.01
H -1.94 -1.53 0.05
C -1.51 -0.80 0.39
H 0.32 -1.56 -0.05
N 0.58 0.32 -0.32
N 2.89 0.61 0.09
H 2.70 1.55 0.14
C 1.86 -0.06 -0.27
```

Results of the natural (NBO) charge analysis, in e, for atoms 1 through 8: -0.595, 0.515, 0.772, -0.436, 0.180, 0.135, -0.668, 0.433


5.
Molecular formula: CH2BrNO4
Method: DFT, the ωB97M-V functional and the def2-TZVPD basis

ΔE to the lowest compared entry with this formula, charge and spin: 71.4 kcal per mole
DFT total energy: -80786.9415 eV
charge: 0
HOMO-LUMO gap: 9.98 eV
LUMO level: -0.364 eV
2S+1: 1
HOMO energy: -10.3 eV

The geometry in XYZ format:
```
9
CH2BrNO4 (the ωB97M-V functional and the def2-TZVPD basis)
H -1.16 -1.79 -0.48
Br 3.03 -0.71 0.40
C 1.52 0.52 -0.17
N -1.03 0.08 -0.54
O 1.78 1.61 -0.46
O 0.48 -0.28 -0.04
H -1.47 0.62 1.32
O -1.80 -1.08 -0.41
O -1.35 1.04 0.39
```

Results of the natural (NBO) charge analysis, in e, for atoms 1 through 8: 0.498, -0.128, 0.806, 0.406, -0.496, -0.512, 0.469, -0.534


6.
Molecular formula: C40H55B3N11O4P
Method: DFT, the ωB97M-V functional and the def2-TZVPD basis

DFT total energy: -78274.3704 eV
charge: 0
HOMO-LUMO gap: 7.66 eV
LUMO level: -0.557 eV
2S+1: 1
HOMO energy: -8.2 eV

The geometry in XYZ format:
```
114
C40H55B3N11O4P (the ωB97M-V functional and the def2-TZVPD basis)
C 1.05 -3.01 3.12
N 3.57 -6.61 0.09
H -0.55 -1.99 -0.91
H -0.39 -8.98 5.40
P 6.33 0.21 -1.43
H -4.10 -1.18 -3.15
O 1.88 -0.98 -1.06
N -2.31 10.30 -5.90
N -1.80 7.48 -1.37
H 0.62 -3.69 5.15
C -6.15 -1.25 -2.27
H 1.25 5.11 -4.23
C -0.96 -5.22 -1.42
H -2.81 -5.48 -0.45
N 7.09 -1.21 -0.75
C -5.95 -3.40 -1.66
C -1.97 8.26 -2.48
C 0.29 -3.21 4.24
O 6.71 1.49 -0.36
C -5.54 -3.37 6.95
C 2.27 6.75 1.98
H -6.51 -2.95 7.17
H 6.12 -8.62 -0.02
H 1.67 5.88 -1.67
H -3.98 -3.57 -2.41
C 3.90 -6.52 -1.23
H 5.49 -7.47 -2.39
H 2.31 1.73 -1.75
C -4.32 -3.11 7.64
H -3.43 -5.17 5.39
C -1.73 9.57 -6.90
O 3.93 -0.53 0.07
H -2.91 8.29 -2.99
H -2.84 -3.04 0.10
C 0.59 -7.65 2.56
N 2.39 5.43 2.31
C -0.78 8.91 -2.72
C -6.81 -2.34 -1.64
H -0.19 7.08 -0.02
C 1.74 3.08 -3.43
H 2.53 -1.90 -3.04
N -4.79 -3.00 -2.27
H -2.69 9.92 -5.06
C 0.41 -8.77 3.32
N 0.18 -6.57 3.29
H 5.94 2.05 -0.36
H -6.06 -4.41 -1.29
N 0.28 -2.37 2.19
H -2.50 6.89 -0.96
C 4.99 -7.32 -1.45
B 2.66 -1.03 -2.24
C -3.34 -3.84 7.04
B 2.79 -1.36 -0.04
C -4.91 -1.69 -2.65
H -7.81 -2.34 -1.23
C -1.33 10.45 -7.88
O 3.63 -0.01 -2.35
C 0.13 8.50 -1.72
H 2.07 -3.27 2.91
C -0.19 -4.10 -1.58
H 1.66 2.43 -4.29
C 4.43 -7.47 0.72
B 4.44 -0.15 -1.20
H 2.81 -6.13 0.53
H -5.88 -4.71 5.20
H -0.63 -6.28 5.24
N -3.91 -4.54 6.01
H -1.64 8.50 -6.83
H -2.72 12.37 -5.56
C -2.04 -3.52 -0.44
H 2.62 -2.33 0.61
C -2.30 11.63 -6.23
H -1.53 12.68 -7.98
C -0.87 -3.02 -0.96
H 7.67 -1.64 -1.45
H 0.58 -2.11 1.27
H 0.64 8.17 2.29
H -4.19 -2.45 8.49
H 2.28 3.82 -0.39
H -2.29 -3.93 7.24
H -1.73 -1.66 2.13
H 4.33 -7.68 1.77
C 0.39 6.06 3.00
H 3.34 -5.89 -1.90
H 0.97 -7.52 1.56
H 6.37 -1.89 -0.52
H 1.15 3.98 3.27
C -0.13 -8.35 4.56
C 2.07 2.69 -2.16
C 1.03 7.17 2.40
H 1.16 8.81 -1.61
H -1.84 -2.65 4.65
H 3.20 4.86 2.13
C -5.25 -4.25 5.95
C -1.00 -2.66 3.98
C 1.25 5.00 2.93
H 0.76 -4.05 -2.09
H 0.65 -9.78 3.02
N -2.08 -4.86 -0.72
C 1.53 4.48 -3.40
H -0.60 6.05 3.44
H -0.60 9.59 -3.53
C -0.53 7.62 -0.89
C -1.69 11.75 -7.45
H -0.83 10.19 -8.79
H 0.21 -5.61 2.98
C -0.26 -6.99 4.51
C -0.97 -2.15 2.71
H -6.54 -0.26 -2.43
C 1.74 4.90 -2.12
C 5.32 -7.93 -0.21
H -0.80 -6.24 -1.73
H 3.06 7.28 1.48
N 2.07 3.81 -1.37
```

Results of the Mulliken charge analysis, in e, for atoms 1 through 8: -0.656, 0.165, 0.853, 0.402, 0.202, 0.386, -0.050, 0.042


7.
Molecular formula: C34H39MoN9O4PSe
Method: DFT, the ωB97M-V functional and the def2-TZVPD basis

ΔE to the lowest compared entry with this formula, charge and spin: 10.2 kcal per mole
DFT total energy: -133979.4808 eV
charge: +1
HOMO-LUMO gap: 4.72 eV
LUMO level: -4.859 eV
2S+1: 1
HOMO energy: -9.6 eV

The geometry in XYZ format:
```
89
C34H39MoN9O4PSe (the ωB97M-V functional and the def2-TZVPD basis)
H 4.13 -1.21 4.54
O 7.06 1.45 0.25
H 4.97 0.32 6.09
H -3.23 -3.93 5.09
H -1.90 -2.47 3.10
N -0.31 -2.22 -0.03
H -3.12 0.90 5.84
C -4.45 -2.79 -0.09
C -2.18 -2.28 6.01
H 2.27 -0.53 6.28
H -2.35 1.25 2.94
C 4.72 -0.01 0.16
H -2.09 -4.42 6.33
H 0.77 2.41 4.48
H 3.56 3.09 -0.55
H 5.66 -0.52 0.34
O 0.28 0.86 -1.35
C 3.52 -0.69 0.17
C 0.12 -4.56 -0.20
C 2.00 0.35 5.71
H -0.22 -4.26 4.91
O 0.34 2.17 0.43
N 2.37 -0.05 -0.07
C -3.58 -3.94 -0.11
N 1.77 -0.02 4.29
C 0.95 1.61 -0.51
C -1.18 3.33 4.41
C -4.66 -0.27 -0.06
H -2.09 1.92 0.12
C -0.94 -2.76 3.57
H -2.41 -0.22 3.90
C 4.44 0.81 5.28
C -4.02 0.95 -0.02
H 5.05 -0.18 3.44
H 0.07 2.45 2.87
N -1.90 -0.12 0.14
H -0.24 -2.98 2.77
C 0.55 -3.24 -0.13
H -0.75 -0.67 6.22
C -2.13 -3.77 -0.10
H -5.74 -0.34 -0.13
C 4.74 1.36 -0.07
P 0.28 -0.34 3.73
H 3.46 -1.75 0.41
H -3.81 1.96 4.62
C -2.52 -1.32 0.05
H -0.06 -2.29 6.40
H -1.60 -5.85 -0.22
C 3.54 2.02 -0.37
C 6.07 2.18 0.13
H 2.83 2.27 5.21
Mo 0.17 -0.23 0.38
C 4.21 -0.19 4.14
H 5.08 1.63 4.93
N -5.73 -3.04 -0.12
H -0.66 4.23 4.73
C -2.87 1.58 5.03
C -1.17 -3.99 4.43
C -3.90 -1.44 -0.03
Se -5.91 -4.79 -0.18
C 3.11 1.39 5.79
H 1.07 0.75 6.12
H 2.99 1.14 2.97
C -1.23 -4.83 -0.17
H 2.81 -0.56 2.55
C -0.78 -1.69 5.83
O 5.85 3.39 0.28
H -1.35 2.40 6.34
H -2.66 3.51 5.99
H -4.58 1.87 -0.07
C -2.64 0.99 0.08
H 1.60 -2.98 -0.15
C -2.02 2.75 5.55
N -4.17 -5.10 -0.16
H -2.89 -1.66 5.46
C -2.12 0.83 3.92
C 2.41 1.27 -0.38
C -2.24 -3.73 5.50
H 3.21 1.72 6.83
H -2.46 -2.22 7.06
N -0.40 -1.67 4.40
H -1.46 -4.83 3.80
H -1.84 3.62 3.59
C -1.64 -2.48 -0.02
C -0.15 2.30 3.93
N 0.34 -0.60 2.13
C 2.93 0.12 3.38
H 0.85 -5.35 -0.26
N -0.67 0.93 4.16
```

Results of the Mulliken charge analysis, in e, for atoms 1 through 8: 0.327, -0.700, 0.321, 0.351, 0.031, 0.130, 0.257, 0.878


8.
Molecular formula: C5H11NO
Method: DFT, the ωB97M-V functional and the def2-TZVPD basis

ΔE to the lowest compared entry with this formula, charge and spin: 82.6 kcal per mole
DFT total energy: -8898.1172 eV
charge: 0
HOMO-LUMO gap: 7.83 eV
LUMO level: 0.628 eV
2S+1: 1
HOMO energy: -7.2 eV

The geometry in XYZ format:
```
18
C5H11NO (the ωB97M-V functional and the def2-TZVPD basis)
N -0.57 -1.88 1.56
H -0.83 0.65 -1.01
H -1.64 0.96 2.35
H 1.87 0.00 -2.18
H -0.39 -1.26 2.33
H 0.56 2.52 -3.28
H -1.45 -2.34 1.73
C -0.41 -1.33 0.32
H -1.18 -1.56 -0.42
C 0.62 -0.48 -0.01
H 1.63 -0.88 -0.02
C 1.22 1.69 -3.08
H -1.65 1.01 3.84
C 0.26 0.70 -0.90
O -1.51 0.39 3.12
H 2.04 1.68 -3.78
H 0.53 1.57 -0.29
C 1.05 0.72 -2.19
```

Results of the natural (NBO) charge analysis, in e, for atoms 1 through 8: -0.799, 0.209, 0.476, 0.186, 0.412, 0.184, 0.375, 0.056